# 1
{"formula": "C11H34BF4O9Ti3", "method": "ωB97M-V with the def2-TZVPD basis set", "species": ["Ti", "Ti", "Ti", "O", "H", "C", "C", "O", "O", "H", "H", "H", "B", "F", "F", "F", "F", "C", "O", "H", "H", "H", "H", "C", "O", "H", "H", "H", "H", "C", "O", "H", "H", "H", "H", "C", "C", "O", "H", "H", "H", "H", "H", "H", "C", "C", "O", "H", "H", "H", "H", "H", "H", "C", "C", "O", "H", "H", "H", "H", "H", "H"], "positions_angstrom": [[-1.18736, -4.79201, -0.65765], [-1.99387, -2.56596, -3.57066], [-3.49701, -1.54538, -0.18935], [-4.10951, -1.68210, -2.35555], [-3.44424, -1.05120, -2.65728], [0.76097, -1.11391, -0.06338], [-0.38289, -1.62392, -0.90310], [-0.64770, -1.12338, -2.02752], [-1.18643, -2.49135, -0.44747], [0.51584, -0.64444, 0.88807], [1.33395, -0.38753, -0.63970], [1.43775, -1.94351, 0.15753], [-4.11382, -4.20114, 0.11608], [-5.17728, -3.28126, 0.19024], [-3.10735, -3.77200, 1.02627], [-4.49648, -5.47645, 0.42336], [-3.57998, -4.08125, -1.12554], [3.52973, 1.23815, -1.54955], [3.97905, 1.88483, -0.37408], [3.58893, 0.14643, -1.50459], [2.52178, 1.50596, -1.86087], [4.18140, 1.55635, -2.37010], [4.93359, 1.83691, -0.31193], [0.11017, 0.46904, -4.49741], [1.22540, 0.07271, -3.73991], [-0.53160, 1.04281, -3.80034], [0.28419, 1.18022, -5.29971], [-0.53473, -0.38273, -4.74589], [0.86721, -0.37349, -2.95974], [0.39674, -2.64254, 3.44459], [-0.77871, -3.05593, 2.77685], [0.28658, -2.70546, 4.52533], [1.27052, -3.23083, 3.15102], [0.57648, -1.58331, 3.22545], [-0.73733, -2.82381, 1.84512], [-2.79823, 2.70683, -1.83248], [-3.13989, 1.23971, -1.84556], [-2.56932, 0.56657, -0.73367], [-1.73951, 2.91199, -2.00498], [-3.04006, 3.14187, -0.85853], [-3.37610, 3.27092, -2.56505], [-2.80076, 0.82235, -2.79874], [-4.22829, 1.14996, -1.83953], [-1.78496, 0.05991, -1.02697], [-0.36472, 3.10211, 1.81606], [0.62177, 3.21742, 0.64942], [1.83500, 3.76643, 1.09960], [-1.31030, 2.72906, 1.41440], [-0.54097, 4.05933, 2.29764], [0.03197, 2.32758, 2.47522], [0.10313, 3.90416, -0.03547], [0.68955, 2.27148, 0.10495], [2.61059, 3.41242, 0.64828], [2.51335, 0.69675, 2.82330], [3.71330, 0.42017, 3.71203], [3.68575, -0.86533, 4.34911], [1.71189, 0.67112, 3.57101], [2.24961, -0.10551, 2.13711], [2.55888, 1.68185, 2.36896], [3.81017, 1.19274, 4.48821], [4.71313, 0.53418, 3.26853], [4.55099, -1.24454, 4.19854]], "lowdin_spin": [3.238, 3.088, 1.950, 0.076, 0.014, 0.012, 0.071, 0.082, 0.153, 0.001, 0.000, 0.008, 0.037, 0.014, 0.021, 0.009, 0.088, 0.000, 0.000, 0.000, 0.000, 0.000, 0.000, 0.026, 0.008, 0.001, 0.001, 0.040, 0.001, 0.002, 0.011, 0.000, 0.001, 0.000, 0.004, 0.001, 0.006, 0.025, 0.000, 0.000, 0.000, 0.004, 0.001, 0.003, 0.000, 0.000, 0.000, 0.000, 0.000, 0.000, 0.000, 0.000, 0.000, 0.000, 0.000, 0.000, 0.000, 0.000, 0.000, 0.000, 0.000, 0.000], "s2": 24.754, "e_lumo_ev": [-0.9, -1.1], "spin_multiplicity": 10, "molar_mass_g_mol": 540.79, "fmax_ev_per_a": 2.51}



# 2
{"formula": "C20H15IMnN4", "method": "ωB97M-V with the def2-TZVPD basis set", "species": ["Mn", "C", "C", "C", "C", "N", "C", "C", "C", "C", "C", "C", "N", "C", "C", "C", "C", "C", "N", "H", "H", "H", "H", "H", "H", "H", "H", "H", "H", "H", "I", "C", "C", "C", "C", "N", "C", "H", "H", "H", "H"], "positions_angstrom": [[-0.63419, -0.43837, -0.15472], [-0.22701, -0.94636, -4.32120], [1.14704, -1.05824, -4.47841], [1.98187, -0.95336, -3.36594], [1.41693, -0.74875, -2.12677], [0.06896, -0.61336, -1.98178], [-0.72987, -0.70601, -3.05594], [2.11877, -0.77367, -0.83179], [3.47507, -0.83041, -0.58208], [3.90482, -0.93469, 0.73919], [2.98561, -1.04370, 1.77939], [1.63862, -0.99100, 1.47604], [1.24574, -0.80243, 0.19870], [0.48774, -1.16017, 2.38096], [0.54228, -1.64022, 3.67052], [-0.64953, -1.85352, 4.36274], [-1.85965, -1.57344, 3.74549], [-1.84857, -1.08532, 2.45121], [-0.70450, -0.88948, 1.77740], [-0.90035, -1.03186, -5.16261], [1.56836, -1.23798, -5.45938], [3.05376, -1.04673, -3.47442], [-1.79474, -0.57060, -2.89939], [4.19241, -0.79818, -1.39068], [4.96572, -0.94782, 0.95503], [3.32115, -1.16748, 2.79981], [1.49555, -1.86450, 4.12945], [-0.62933, -2.24045, 5.37363], [-2.79879, -1.72852, 4.25809], [-2.77515, -0.83202, 1.94800], [-0.43491, 5.19982, 1.40922], [-1.48498, 3.71036, 0.36405], [-2.68365, 3.98178, -0.29240], [-3.33657, 2.94769, -0.95013], [-2.78986, 1.68070, -0.93450], [-1.62854, 1.42165, -0.30866], [-0.98606, 2.42112, 0.32685], [-3.10286, 4.97942, -0.29236], [-4.26911, 3.12552, -1.46785], [-3.29547, 0.86003, -1.42769], [-0.04671, 2.18055, 0.81294]], "lowdin_spin": [3.930, -0.002, 0.014, -0.001, 0.006, -0.021, 0.014, 0.008, 0.000, 0.016, 0.000, 0.009, -0.035, 0.006, -0.001, 0.014, -0.001, 0.014, -0.016, 0.000, 0.001, -0.001, 0.001, 0.000, 0.001, 0.000, -0.001, 0.001, 0.000, 0.001, -0.002, -0.001, 0.010, 0.001, 0.012, 0.010, 0.010, 0.000, 0.000, 0.002, 0.002], "s2": 6.073, "de_lowest_ev": 0.1796, "e_lumo_ev": [-12.4, -11.6], "spin_multiplicity": 5, "molar_mass_g_mol": 493.21, "fmax_ev_per_a": 1.16, "total_charge": 3}



# 3
{"formula": "C10H15B", "method": "ωB97M-V with the def2-TZVPD basis set", "species": ["B", "C", "C", "C", "C", "C", "C", "C", "C", "C", "C", "H", "H", "H", "H", "H", "H", "H", "H", "H", "H", "H", "H", "H", "H", "H"], "positions_angstrom": [[-0.06660, 0.18459, 1.78191], [-2.91957, 0.45416, -1.42862], [-2.31927, -0.84113, -1.24158], [0.15674, 1.65017, 1.35625], [0.74626, -0.99133, 1.27273], [1.06553, 1.68161, 0.04715], [0.99564, 0.44507, -0.88611], [-2.53399, -0.36647, 0.14107], [-3.77161, -0.00973, -0.41698], [1.61212, -0.71282, -0.05937], [1.74829, -1.97343, -0.94357], [-2.92240, 1.37492, -1.88188], [-0.72812, 2.20241, 0.79718], [0.50975, 2.35585, 2.13439], [1.58375, -1.12687, 2.05406], [0.06964, -1.87494, 1.02581], [0.84813, 2.63307, -0.68082], [2.14412, 1.88187, 0.38506], [-0.07415, 0.25526, -1.09397], [1.44434, 0.54068, -1.83107], [-0.66436, -0.04668, 2.77095], [-4.83513, -0.06387, -0.28558], [2.62704, -0.54489, 0.35858], [0.73986, -2.41971, -1.27638], [2.02840, -2.78344, -0.26735], [2.51558, -1.90436, -1.83185]], "lowdin_spin": [0.020, 0.397, 0.605, 0.013, 0.004, 0.001, 0.001, 0.568, 0.334, 0.000, 0.001, 0.022, 0.006, 0.001, 0.001, 0.000, 0.000, 0.000, 0.003, 0.000, 0.004, 0.019, 0.000, 0.001, 0.000, 0.000], "s2": 2.008, "de_lowest_ev": 7.8383, "e_lumo_ev": [0.4, -2.9], "spin_multiplicity": 3, "molar_mass_g_mol": 146.04, "fmax_ev_per_a": 4.40}



# 4
{"formula": "C6H9F", "method": "ωB97M-V with the def2-TZVPD basis set", "species": ["C", "C", "C", "C", "C", "C", "H", "H", "H", "H", "H", "H", "H", "H", "H", "F"], "positions_angstrom": [[1.63760, 0.56365, 0.76789], [1.63193, -0.42684, -0.31909], [0.76349, -1.16539, -0.90328], [-0.61281, -1.14695, -0.09477], [-1.54032, -0.24837, 0.15138], [-1.76663, 1.12002, -0.34502], [2.25495, 1.46333, -0.03440], [2.17477, 0.08751, 1.78907], [0.38300, 0.88071, 1.13899], [2.58481, -0.57342, -0.80884], [1.16192, -2.19242, -1.25586], [-2.23837, -0.80813, 0.83879], [-2.72773, 1.34287, -0.88990], [-1.91272, 1.88580, 0.51935], [-0.84813, 1.50894, -1.02725], [-0.94577, -2.29130, 0.47294]], "nbo_charge": [-0.680, -0.163, -0.303, 0.391, -0.328, -0.658, 0.244, 0.260, 0.247, 0.193, 0.242, 0.228, 0.233, 0.217, 0.222, -0.345], "de_lowest_ev": 4.4037, "e_lumo_ev": 0.9, "spin_multiplicity": 1, "molar_mass_g_mol": 100.14, "fmax_ev_per_a": 6.35}



# 5
{"formula": "C4H4O2", "method": "ωB97M-V with the def2-TZVPD basis set", "species": ["O", "C", "C", "O", "C", "C", "H", "H", "H", "H"], "positions_angstrom": [[-1.99192, -0.85469, -0.44401], [-1.50700, 0.44358, -0.55411], [-0.07004, 0.67497, -0.59141], [0.50209, -0.54449, -0.44245], [1.65948, -0.29161, 0.11800], [2.67066, -0.16103, 0.73406], [-1.23499, -1.43682, -0.28212], [-1.80375, 1.07581, 0.29909], [-1.88834, 0.97551, -1.43040], [3.58043, 0.00415, 1.22788]], "nbo_charge": [-0.699, -0.262, 0.309, -0.516, 0.298, -0.311, 0.480, 0.231, 0.229, 0.241], "de_lowest_ev": 5.5046, "e_lumo_ev": 0.1, "spin_multiplicity": 1, "molar_mass_g_mol": 84.07, "fmax_ev_per_a": 1.66}



# 6
{"formula": "C36H30Br2NOPtSb2", "method": "ωB97M-V with the def2-TZVPD basis set", "species": ["Pt", "Br", "C", "C", "C", "Br", "C", "C", "C", "C", "N", "C", "C", "O", "H", "H", "H", "H", "C", "C", "C", "Sb", "C", "C", "C", "C", "C", "C", "C", "C", "C", "C", "C", "C", "Sb", "C", "C", "C", "C", "C", "C", "C", "C", "C", "C", "C", "C", "H", "H", "H", "H", "H", "H", "H", "H", "H", "H", "H", "H", "H", "H", "H", "H", "H", "H", "H", "H", "H", "H", "H", "H", "H", "H"], "positions_angstrom": [[1.01258, 0.84512, 0.82484], [0.59421, 5.91499, 0.55198], [2.06941, 4.94039, 1.05610], [3.25658, 5.54200, 1.40053], [4.37479, 4.78357, 1.76420], [5.92878, 5.66353, 2.17820], [4.32941, 3.33057, 1.81231], [5.40773, 2.51036, 2.16943], [5.23588, 1.14371, 2.17040], [3.99978, 0.60509, 1.82226], [2.95837, 1.36713, 1.48848], [3.12846, 2.71072, 1.47999], [1.96979, 3.48825, 1.07747], [0.90817, 2.88759, 0.75420], [3.33122, 6.62151, 1.38261], [6.36142, 2.94717, 2.43571], [6.04573, 0.48001, 2.43998], [3.84392, -0.46334, 1.82108], [-0.82303, -1.19407, 2.61157], [-2.23713, -0.74719, 2.39955], [-2.38845, 0.70544, 1.95956], [-1.50269, 0.94234, 0.03917], [-2.54134, -0.49387, -1.09892], [-2.07162, -1.06050, -2.28065], [-2.88557, -1.92770, -2.99510], [-4.16103, -2.23050, -2.53892], [-4.63800, -1.65195, -1.36987], [-3.83235, -0.78284, -0.64976], [-1.92436, 2.84092, -0.71686], [-1.38543, 3.22588, -1.94297], [-1.71595, 4.46477, -2.47111], [-2.58020, 5.30812, -1.77957], [-3.11216, 4.92097, -0.55700], [-2.78283, 3.68378, -0.01592], [0.66072, -1.71550, 0.80479], [0.59419, -3.77944, 1.20214], [-0.69557, -4.29725, 1.26628], [-0.84998, -5.66806, 1.41699], [0.26810, -6.48670, 1.52486], [1.54634, -5.94792, 1.47511], [1.72373, -4.58007, 1.30876], [0.88426, -1.86932, -1.27077], [0.75815, -3.13057, -1.86879], [0.96476, -3.27424, -3.23335], [1.30774, -2.17327, -4.00528], [1.45885, -0.92097, -3.41461], [1.25382, -0.76583, -2.05544], [-0.70572, -2.18519, 3.04752], [-0.20414, -0.45461, 3.11532], [-2.69131, -0.85321, 3.39957], [-2.79146, -1.43586, 1.76090], [-1.85742, 1.37765, 2.63480], [-3.43364, 1.01125, 1.93685], [-1.09461, -0.81733, -2.67182], [-2.52523, -2.35775, -3.92055], [-4.79193, -2.90405, -3.10337], [-5.64099, -1.86536, -1.02496], [-4.23830, -0.32206, 0.24316], [-0.72591, 2.56833, -2.49894], [-1.31478, 4.76747, -3.42914], [-2.84672, 6.26773, -2.20258], [-3.79471, 5.57364, -0.02888], [-3.20904, 3.39160, 0.93674], [-1.57520, -3.66752, 1.17275], [-1.84352, -6.09415, 1.45512], [0.14040, -7.55340, 1.65073], [2.41124, -6.59104, 1.56769], [2.72388, -4.16950, 1.26300], [0.48151, -4.00047, -1.28991], [0.86179, -4.24942, -3.69087], [1.47119, -2.28931, -5.06892], [1.74494, -0.06949, -4.01870], [1.40048, 0.20920, -1.60922]], "mulliken_charge": [1.893, 0.118, -0.097, -0.539, 0.192, 0.079, 0.502, -0.556, -1.008, 0.095, -0.360, 0.589, 0.439, -0.682, 0.510, 0.406, 0.453, 0.504, -1.284, -0.334, -1.226, 0.234, 1.144, -0.479, -0.571, -0.697, -0.792, -0.775, 0.702, -0.650, -0.705, -0.602, -0.825, -0.286, 0.766, -0.093, 0.195, -0.783, -0.560, -0.654, -0.497, 1.094, -0.394, -0.823, -0.622, -0.621, -0.861, 0.661, 0.622, 0.537, 0.101, 0.577, 0.577, 0.508, 0.482, 0.443, 0.463, 0.340, 0.460, 0.457, 0.454, 0.449, 0.400, 0.291, 0.455, 0.441, 0.446, 0.390, 0.405, 0.457, 0.439, 0.439, 0.168], "de_lowest_ev": 0.3710, "e_lumo_ev": [-12.5, -12.5], "spin_multiplicity": 1, "molar_mass_g_mol": 1091.05, "fmax_ev_per_a": 2.31, "total_charge": 3}



# 7
{"formula": "C9H14N2O5", "method": "ωB97M-V with the def2-TZVPD basis set", "species": ["C", "C", "C", "C", "C", "C", "C", "C", "C", "H", "H", "H", "H", "H", "H", "H", "H", "H", "H", "H", "H", "H", "H", "N", "N", "O", "O", "O", "O", "O"], "positions_angstrom": [[-1.53501, 0.03534, 1.07868], [-0.63528, -0.86767, 0.38427], [-2.39079, 0.79875, 0.15434], [-3.52824, -0.04955, -0.43490], [1.67081, 0.37078, 0.48105], [1.25684, 1.23085, -0.76751], [3.01335, -0.21454, 0.16121], [2.68496, -1.55576, -0.65368], [1.35269, -2.02237, -0.28015], [-1.14267, 1.22609, 2.89092], [-0.99556, 1.88739, 1.40354], [-2.10589, -0.54079, 1.82930], [-2.77988, 1.54388, 0.85813], [-1.85128, 1.41905, -0.61087], [-4.52191, -0.04644, -2.06215], [1.58624, 0.84065, 1.43123], [3.75121, 0.45053, -0.36230], [3.43328, -0.48225, 1.15047], [2.74950, -1.17437, -1.85876], [3.35163, -2.33778, -0.46805], [0.70719, -2.04673, -1.19731], [1.28638, -2.80691, 0.41469], [1.54847, 2.87759, -1.60207], [-0.86751, 1.02975, 1.86885], [0.82305, -0.78123, 0.50993], [-1.16370, -1.47410, -0.49218], [-4.22181, -0.77534, 0.18719], [-3.68999, 0.20328, -1.74917], [0.61614, 0.69781, -1.61795], [1.59777, 2.56408, -0.64673]], "nbo_charge": [-0.170, 0.723, -0.515, 0.824, -0.164, 0.784, -0.402, -0.395, -0.251, 0.381, 0.349, 0.241, 0.235, 0.243, 0.489, 0.257, 0.224, 0.213, 0.196, 0.217, 0.252, 0.204, 0.491, -0.846, -0.468, -0.574, -0.582, -0.688, -0.579, -0.688], "de_lowest_ev": 3.1897, "e_lumo_ev": 0.5, "smiles": "N[C@@H](CC(=O)O)C(=O)N1CCC[C@H]1C(=O)O", "spin_multiplicity": 1, "molar_mass_g_mol": 230.22, "fmax_ev_per_a": 4.98}



- Which formula does entry 6 have?
  C36H30Br2NOPtSb2



- Which formula does entry 6 have?
  C36H30Br2NOPtSb2